DFT (the ωB97M-V functional and the def2-TZVPD basis) results for a molecular structure, CH10O4 in a non-equilibrium geometry.

XYZ file:
```
15
Properties=species:S:1:pos:R:3:forces:R:3:lowdin_charge:R:1
C -2.320 -0.718 0.341 -0.1 0.3 -0.4 -0.05
O -1.084 1.146 -1.036 0.7 0.4 -0.3 -0.04
H -1.592 -1.124 -0.354 0.3 -0.5 0.4 0.02
H -2.832 -1.440 0.971 0.1 -0.1 -0.1 0.03
H -3.004 -0.238 -0.353 -0.4 0.2 0.4 0.01
H -1.809 0.040 0.948 -0.2 -0.2 0.0 0.01
H 1.202 0.704 1.123 0.5 -0.2 -0.4 0.00
H -0.160 1.060 0.305 0.1 -0.5 -0.5 -0.03
O 0.315 1.080 1.164 -0.6 0.6 0.9 0.06
H 2.421 0.142 -1.853 0.0 0.0 0.1 0.05
H -0.979 1.926 -1.614 0.1 -0.2 0.1 0.04
O 1.948 -0.540 -1.357 -0.1 0.2 -0.1 -0.01
H 3.110 -1.177 1.090 -0.3 0.4 0.2 0.06
H 2.232 -0.469 -0.302 -0.5 0.1 0.2 -0.06
O 2.554 -0.392 0.926 0.3 -0.3 -0.4 -0.09
```
Positions in Å, forces in eV/Å.

- Energy above the lowest of the compared OMol25 structures with the same formula, charge and spin: 218.3 kcal per mole
- Frontier orbital gap: 4.08 eV
- 2S+1: 1
- LUMO level: -0.2347 hartree
- HOMO level: -10.470 eV
- DFT total energy: -9379.9690 eV